1.
Molecular formula: C8H24N4O2SZr
Method: DFT, the ωB97M-V functional and the def2-TZVPD basis

Output
- electronic energy (eV) = -30816.980
- Kohn-Sham gap (eV) = 8.14
- max |F| (eV Å⁻¹) = 0.50

```
! wB97M-V def2-TZVPD RIJCOSX def2/J DEFGRID3
* xyz 4 1
Zr 0.22 -0.47 0.32
S 2.48 0.75 0.92
O 0.58 -0.31 -1.80
O 0.91 -2.22 -0.82
N -0.19 0.09 2.54
N 1.73 -3.52 -3.28
N -1.06 1.33 0.07
N -1.93 -1.37 0.22
C -1.26 1.16 2.59
C 1.32 -2.09 -3.25
C 0.93 -1.54 -1.89
C -1.14 2.08 1.39
C -2.98 -0.28 0.14
C 3.62 1.30 -0.39
C -2.39 0.95 -0.54
C 3.31 -0.70 1.68
H -0.24 2.69 1.46
H 0.46 -1.95 -3.92
H 2.61 -3.71 -2.79
H -3.85 -0.63 -0.43
H -2.02 -1.94 -0.63
H -1.99 2.77 1.36
H 2.13 -1.47 -3.65
H 3.77 0.52 -1.13
H 1.88 -3.82 -4.25
H 4.56 1.56 0.10
H -3.08 1.79 -0.47
H 3.19 2.19 -0.83
H -1.16 1.75 3.50
H -0.66 2.00 -0.59
H -2.20 -2.02 0.96
H 1.02 -4.16 -2.88
H 0.65 0.48 2.99
H -3.33 -0.07 1.14
H 4.11 -0.33 2.33
H 2.60 -1.24 2.32
H -2.22 0.66 2.64
H 3.72 -1.36 0.92
H -0.47 -0.66 3.18
H -2.21 0.76 -1.60
*
```

=====

2.
Molecular formula: C34H44ClCsF9N5O7S2
Method: DFT, the ωB97M-V functional and the def2-TZVPD basis

Output
- electronic energy (eV) = -116956.222
- Kohn-Sham gap (eV) = 5.56
- max |F| (eV Å⁻¹) = 0.94

```
! wB97M-V def2-TZVPD RIJCOSX def2/J DEFGRID3
* xyz -2 1
Cs 1.07 -1.78 1.71
Cl 2.56 1.40 -9.51
S 4.85 2.73 2.53
S -0.40 -3.28 -1.30
F 3.02 -5.55 3.20
F 6.00 -0.22 -0.69
F 4.86 1.58 -0.47
F 0.68 -3.78 6.19
F 1.25 -6.16 2.12
F 1.56 -5.75 6.27
F 1.77 -7.15 3.97
F 2.69 -4.09 5.47
F 6.83 1.43 0.41
O -2.30 0.75 1.77
O 0.87 -3.73 3.39
O 0.04 2.30 2.62
O -0.27 -4.36 -2.30
O -3.74 2.46 -3.78
O 0.88 0.10 4.09
O -1.68 -0.92 4.01
N -1.20 1.68 -1.30
N 4.09 0.43 3.61
N -1.60 -2.46 -1.15
N -0.34 2.72 -1.10
N 0.45 0.83 -0.16
C -1.22 2.41 3.23
C -3.39 -0.53 -3.40
C 0.91 2.59 -6.06
C -2.42 0.41 -4.14
C -1.41 3.37 -5.40
C 3.98 -0.89 3.67
C 1.42 1.96 -8.31
C 1.83 2.15 -7.01
C -2.95 -0.35 3.87
C 1.15 1.38 4.63
C -1.34 2.80 -3.97
C -2.47 1.86 -1.96
C -1.05 -0.76 5.26
C -0.71 0.57 -0.72
C 0.44 -0.88 5.01
C 4.40 -1.76 2.68
C 0.11 2.19 -8.69
C -0.79 2.63 -7.73
C -3.22 -0.10 2.40
C -0.41 2.83 -6.41
C -2.28 2.10 2.19
C 1.47 -4.63 5.50
C 0.63 2.15 -0.42
C 1.73 -5.93 3.35
C -2.85 0.42 -5.61
C 4.96 -1.19 1.55
C -0.54 -5.47 4.27
C 5.07 0.18 1.45
C -1.01 -0.20 -4.09
C 1.15 2.39 3.50
C 0.87 -4.87 4.08
C 5.68 0.76 0.20
C 4.64 1.03 2.52
C -2.46 1.85 -3.51
H -3.73 -1.03 4.25
H 0.63 -1.85 4.56
H 2.86 1.95 -6.73
H -1.82 2.81 -8.02
H -4.01 2.20 -4.67
H -3.16 1.12 -1.58
H -1.16 -4.72 4.76
H -2.75 -0.59 -6.00
H -1.06 -1.25 -4.36
H -1.38 3.43 3.61
H -0.95 -5.66 3.28
H -1.37 -1.54 5.97
H -2.84 2.85 -1.68
H -2.41 3.26 -5.81
H -2.99 -0.88 -2.45
H -0.57 -0.16 -3.10
H 1.00 -0.82 5.95
H 0.39 1.63 5.39
H -3.17 -1.04 1.85
H -3.53 -1.43 -4.00
H 2.14 1.40 5.09
H -1.31 1.71 4.07
H 1.25 2.73 -5.04
H -0.55 -6.40 4.86
H -3.03 0.58 4.45
H -2.08 2.70 1.30
H 1.22 3.39 3.93
H -3.27 2.39 2.59
H -0.34 0.31 -4.79
H -1.25 4.45 -5.34
H -4.24 0.31 2.30
H -1.21 -0.39 -0.73
H -1.31 0.22 5.69
H -2.23 1.06 -6.23
H 2.03 2.24 2.88
H 5.29 -1.81 0.73
H -1.36 3.64 -3.28
H -0.20 2.03 -9.71
H -4.36 -0.06 -3.25
H -3.90 0.69 -5.75
H 4.27 -2.83 2.79
H -0.38 2.32 -3.79
H 3.50 -1.28 4.56
H 1.49 2.70 -0.08
*
```

=====

3.
Molecular formula: C2N3O3
Method: DFT, the ωB97M-V functional and the def2-TZVPD basis

Output
- SMILES string = N#CN(N=O)C(=O)[O-]
- electronic energy (eV) = -12686.159
- Kohn-Sham gap (eV) = 9.57
- max |F| (eV Å⁻¹) = 2.00

```
! wB97M-V def2-TZVPD RIJCOSX def2/J DEFGRID3
* xyz -1 1
O -2.04 -1.28 -0.51
O 0.66 0.47 2.06
O 0.84 2.04 0.38
N -1.38 -0.58 0.26
N -0.20 -0.17 -0.08
N 1.03 -1.02 -1.98
C 0.64 1.04 1.02
C 0.45 -0.50 -1.15
*
```

=====

4.
Molecular formula: C2H4N4
Method: DFT, the ωB97M-V functional and the def2-TZVPD basis

Output
- SMILES string = C=[N+]1C=[NH+]N=N1
- electronic energy (eV) = -8073.389
- Kohn-Sham gap (eV) = 10.53
- max |F| (eV Å⁻¹) = 4.69

```
! wB97M-V def2-TZVPD RIJCOSX def2/J DEFGRID3
* xyz 2 1
N 0.35 0.14 0.68
N -1.30 1.14 1.67
N -0.25 0.68 1.76
N -1.87 0.88 0.23
C 1.45 -0.45 0.53
C -1.05 0.29 -0.46
H -0.87 -0.14 -1.44
H -2.88 1.24 0.27
H 2.17 -0.77 1.42
H 1.80 -0.64 -0.51
*
```